73
Properties=species:S:1:pos:R:3 method="wB97M-V/def2-TZVPD" lumo_ev="-4.38 / -4.37" e_homo_ev="-10.46 / -10.46" gap_ha="0.2236 / 0.2236" e_above_lowest_kcal_mol=0.00 total_charge=+1
Pd 0.16153 -0.54057 -0.64250
Se 1.83028 -0.77494 1.18526
Se 0.81060 -2.03960 2.87944
Se -1.35490 -1.26343 2.57669
Se -1.62180 -1.94696 0.39638
C 1.45565 -4.14397 0.15794
Te 1.21289 -2.76632 -1.41940
C -0.39760 -3.88258 -2.22261
H 0.55567 -4.14471 0.76629
H 2.32370 -3.86191 0.74432
H 1.60971 -5.10741 -0.32594
H 0.03347 -4.79152 -2.63880
H -0.87851 -3.29644 -2.99890
H -1.08892 -4.11614 -1.41632
O -5.27207 1.26633 -1.99970
S -4.78814 -0.07488 -2.13062
O -5.40136 -1.13520 -1.39885
N -3.14050 -0.06355 -1.80546
C -2.46804 -0.38366 -2.84962
S -0.73927 -0.47131 -2.90174
C -3.24799 -0.65530 -4.09099
C -2.80784 -1.01014 -5.35390
C -3.76195 -1.21498 -6.34379
C -5.11865 -1.07296 -6.07200
C -5.56170 -0.71956 -4.80115
C -4.60089 -0.51463 -3.83631
H -1.75242 -1.12539 -5.56363
H -3.44639 -1.49200 -7.34053
H -5.84037 -1.24064 -6.85991
H -6.61492 -0.61029 -4.58145
C 2.87215 2.37649 -4.08507
N 3.64528 1.23628 -3.59121
C 4.62412 1.71337 -2.61422
N 4.02547 2.46500 -1.51151
C 3.25153 3.57542 -2.06294
N 2.23343 3.15366 -3.02281
C 1.16283 2.40601 -2.37579
P 1.82499 0.86579 -1.59943
C 2.78756 0.19925 -3.02811
C 3.22294 1.61228 -0.64301
H 2.10908 2.02175 -4.77953
H 3.55293 3.03591 -4.62468
H 5.32348 2.37151 -3.13092
H 5.17984 0.86412 -2.21382
H 3.94258 4.24813 -2.57231
H 2.77344 4.12214 -1.24823
H 0.39842 2.13061 -3.10187
H 0.69329 3.02281 -1.60627
H 2.09731 -0.17187 -3.79075
H 3.39916 -0.64130 -2.69239
H 3.84534 0.82114 -0.22060
H 2.81866 2.19389 0.18852
C 0.60865 4.28711 0.99289
N 0.04124 2.95664 1.11486
C 0.43991 2.23178 2.30799
C -0.88284 2.46980 0.24185
N -0.99221 1.19213 -0.03167
N -1.69310 3.39263 -0.34537
C -2.39518 3.08802 -1.58350
C -2.28455 4.47867 0.42845
H 1.69308 4.22280 1.11699
H 0.22939 4.96710 1.76010
H 0.38891 4.70842 0.01463
H 0.27508 2.87098 3.17994
H 1.49293 1.95193 2.28064
H -0.15695 1.32913 2.40368
H -1.89614 0.97786 -0.44717
H -1.80963 2.38964 -2.17919
H -2.51492 4.01419 -2.14705
H -3.38446 2.66074 -1.40738
H -1.93697 4.44711 1.45682
H -3.37032 4.36474 0.43316
H -2.04133 5.45151 -0.00302

***

79
Properties=species:S:1:pos:R:3 method="wB97M-V/def2-TZVPD" lumo_ev=-6.71 e_homo_ev=-8.14 gap_ha=0.0528 total_charge=+1
C -3.55838 1.88261 0.37795
C -2.98326 1.01358 -0.27001
N -2.52418 0.16894 -1.39521
O -3.01966 -1.11854 -1.29105
C -4.45337 -1.18369 -1.52630
C -5.16981 -1.95480 -0.31094
C -6.30779 -1.00954 0.27110
C -4.15973 -2.53167 0.77362
C -3.53250 -3.87546 0.14029
C -4.89798 -3.02489 2.12292
C -1.07041 0.00498 -1.12485
O -0.33531 -0.68636 -1.79262
O -0.48674 0.65604 0.03500
P 0.15408 -0.53906 1.11910
O -0.52471 -1.87879 0.99237
H -3.74907 2.83333 0.95185
H -4.93729 -0.19645 -1.78762
H -4.59026 -1.85038 -2.44913
H -5.70443 -2.86023 -0.75901
H -6.87977 -1.46695 1.14339
H -7.09013 -0.87856 -0.55113
H -5.94251 0.02008 0.57803
H -3.36090 -1.81132 1.11655
H -4.44172 -4.56205 -0.04183
H -2.82766 -4.40416 0.84375
H -3.07355 -3.69227 -0.88551
H -5.58954 -3.89659 1.94263
H -4.05946 -3.30541 2.83361
H -5.40225 -2.11584 2.56914
H 0.15084 -0.10019 2.49306
H 1.52592 -0.73411 0.70670
C 1.79372 -3.62328 2.20865
O 1.59843 -2.42142 2.34690
O 2.23720 -4.17112 1.17838
O 1.57804 -4.49679 3.07412
N -2.59680 -0.29719 -4.93150
H -2.58485 -0.17546 -3.91190
H -2.80182 -1.27549 -5.15568
H -3.31787 0.30469 -5.33900
H -1.68084 -0.04282 -5.31650
Na 0.77633 2.13144 0.66811
C 5.36650 4.30239 3.82656
C 3.85004 4.14254 3.69782
O 3.26931 3.42955 4.76062
C 3.43235 3.98853 6.05863
C 2.83976 5.38084 6.20146
H 5.87033 3.29237 3.90010
H 5.76862 4.82992 2.95793
H 5.64440 4.86983 4.71303
H 3.62952 3.57320 2.78142
H 3.35484 5.11758 3.58273
H 4.48822 3.97729 6.34186
H 2.92329 3.31452 6.74923
H 3.32327 6.10182 5.53773
H 2.95715 5.74042 7.22558
H 1.77441 5.37143 5.95246
O -5.56886 -5.64743 -1.65283
H -5.73456 -6.59704 -1.70500
H -4.97324 -5.47527 -2.39145
Na 5.24154 4.51313 1.43285
C 3.15756 0.64321 -6.18485
C 2.95107 1.93849 -5.93208
C 2.03082 2.37465 -4.85657
O 1.83881 3.55504 -4.62237
C 1.35450 1.32077 -4.08047
C 1.55437 0.03218 -4.32506
C 2.47691 -0.41216 -5.39946
O 2.66464 -1.58939 -5.62438
H 3.82674 0.30650 -6.96646
H 3.44199 2.72234 -6.49507
H 0.68706 1.64585 -3.30058
H 1.05766 -0.74129 -3.75617
Cl 5.62011 1.80899 4.93815
Be 2.63091 -1.64957 -2.59104
B 6.22209 -1.80403 -0.48117
F 7.59177 -2.06303 -0.21543
F 5.43185 -2.20259 0.63943
F 6.03372 -0.39961 -0.72146
F 5.81059 -2.54673 -1.64308

***

62
Properties=species:S:1:pos:R:3 method="wB97M-V/def2-TZVPD" lumo_ev=-9.84 e_homo_ev=-11.15 gap_ha=0.0482 total_charge=+2
C -2.44148 1.19462 -0.02938
C -2.27266 -0.04724 -1.06613
C -2.64112 0.36799 -2.59444
C -2.62147 -0.92253 -3.56135
C -1.46865 -0.83480 -4.70610
C -0.07584 -0.64939 -3.93010
C 1.13593 -1.52156 -4.55563
C 1.80922 -2.32307 -3.32960
C 2.73749 -1.41827 -2.38396
C 2.09673 -1.04211 -0.96179
C 1.41700 -2.25533 -0.18425
C 1.75608 -3.62282 -0.29290
C 0.95063 -4.74735 0.52732
O 1.36246 -5.93464 0.61267
C -0.44615 -4.30904 1.20519
C -0.80938 -2.93732 1.36178
C 0.22433 -1.86438 0.82801
O 0.11482 -0.64350 1.16720
H -1.42671 1.44196 0.47104
H -3.24002 0.92593 0.75602
H -2.72222 2.10336 -0.66082
H -2.85550 -0.98021 -0.72566
H -1.15200 -0.32599 -1.03675
H -1.88086 1.16431 -2.90022
H -3.67211 0.86600 -2.53072
H -2.36743 -1.82424 -2.88447
H -3.66088 -1.10324 -3.99009
H -1.50955 -1.78897 -5.33155
H -1.64920 0.13254 -5.36029
H -0.24250 -1.03442 -2.85079
H 0.29431 0.42763 -3.85293
H 1.88731 -0.91130 -5.15877
H 0.64906 -2.30877 -5.23801
H 2.49048 -3.13947 -3.78800
H 0.97276 -2.88397 -2.79583
H 2.88650 -0.41594 -2.94375
H 3.80386 -1.84660 -2.27414
H 1.38792 -0.14055 -1.05380
H 2.96073 -0.67135 -0.28453
H 2.60529 -3.95844 -0.96860
H -1.19670 -5.09319 1.56789
H -1.79104 -2.57327 1.80033
C 2.08993 2.77072 4.66304
C 1.13464 2.41915 3.52704
C 0.01268 3.45435 3.32655
O -0.96406 3.31630 4.34708
C -0.80454 4.21365 5.45315
N 0.47031 1.11823 3.85562
H 1.62835 2.65326 5.64582
H 2.96674 2.11620 4.64017
H 2.44477 3.80137 4.57263
H 1.69647 2.27226 2.59899
H -0.50029 3.23559 2.38529
H 0.39268 4.47591 3.24780
H -0.29055 5.13905 5.17434
H -0.25765 3.71152 6.25537
H -1.79561 4.46801 5.83117
H 1.11308 0.41151 4.23092
H -0.01251 0.72531 3.03831
H -0.26319 1.30527 4.55756
F -2.38941 0.56357 -6.66775
Ca 1.92871 5.27774 3.24478

***

no.,total energy (eV)
1,-338946.6090
2,-89398.7737
3,-50082.8784